No. 1
Density functional theory data (the ωB97M-V functional and the def2-TZVPD basis) for a cluster of 2 separate species, C6H6OS in total.

```
14
Properties=species:S:1:pos:R:3
C 2.016 -0.457 1.454
C 0.787 -0.218 0.570
C -0.426 0.194 0.771
C -1.214 0.141 -0.484
C -0.277 -0.311 -1.488
C 0.930 -0.441 -0.912
H 3.307 -0.439 -0.264
H 2.108 -1.565 1.424
H 1.966 0.033 2.475
H -0.853 0.480 1.749
H -0.633 -0.350 -2.562
H 1.841 -0.522 -1.568
O 3.304 -0.037 1.050
S -2.817 0.575 -0.570
```

Properties
HOMO energy ... -0.335 hartree
HOMO-LUMO gap ... 7.4 eV

Atom charges from the Mulliken analysis, given in e for atoms 1 to 2: number 1, C, carries -0.432; number 2, C, carries 0.836

=====

No. 2
Density functional theory data (the ωB97M-V functional and the def2-TZVPD basis) for a structure of composition C21H26Br3F15O10.

```
75
Properties=species:S:1:pos:R:3
C -16.492 -2.359 -7.131
Br -18.260 -2.951 -7.642
Br -15.152 -3.194 -8.303
Br -16.161 -2.748 -5.240
H -16.363 -1.298 -7.301
C -10.580 -1.553 -8.895
C -11.562 -2.729 -8.915
O -11.218 -3.801 -9.764
C -11.866 -3.957 -10.912
O -12.763 -3.268 -11.301
C -11.456 -5.289 -11.585
F -11.579 -5.193 -12.903
F -10.210 -5.628 -11.269
F -12.290 -6.238 -11.152
H -9.584 -1.825 -8.553
H -11.021 -0.784 -8.262
H -10.539 -1.165 -9.915
H -12.510 -2.312 -9.268
H -11.818 -3.024 -7.897
C -21.832 -4.047 -10.083
C -21.085 -5.078 -9.270
O -22.001 -5.689 -8.355
C -21.451 -6.456 -7.430
O -20.377 -6.979 -7.506
C -22.274 -6.556 -6.138
F -23.284 -5.678 -6.097
F -22.796 -7.786 -6.043
F -21.505 -6.331 -5.076
H -21.127 -3.475 -10.689
H -22.184 -3.260 -9.406
H -22.681 -4.422 -10.645
H -20.261 -4.637 -8.705
H -20.549 -5.763 -9.932
C -16.593 -6.763 -5.960
C -16.683 -6.232 -7.392
O -15.939 -7.013 -8.349
C -16.386 -8.229 -8.609
O -17.330 -8.784 -8.134
C -15.561 -8.938 -9.724
F -14.697 -9.830 -9.231
F -16.379 -9.547 -10.563
F -14.814 -8.028 -10.384
H -16.947 -7.788 -5.964
H -17.210 -6.152 -5.298
H -15.586 -6.582 -5.582
H -16.235 -5.243 -7.522
H -17.743 -6.178 -7.647
C -12.989 1.796 -10.291
C -13.705 0.477 -10.502
O -15.106 0.759 -10.701
C -15.923 0.661 -9.691
O -15.674 0.365 -8.555
C -17.375 1.066 -10.063
F -17.665 2.147 -9.317
F -17.528 1.398 -11.338
F -18.230 0.098 -9.747
H -11.933 1.811 -10.560
H -13.065 2.142 -9.259
H -13.459 2.547 -10.927
H -13.540 -0.288 -9.745
H -13.342 -0.007 -11.409
C -19.229 -2.136 -2.975
C -19.158 -3.565 -2.416
O -17.886 -4.143 -2.685
C -16.867 -3.891 -1.877
O -16.917 -3.133 -0.951
C -15.675 -4.861 -2.023
F -15.889 -5.930 -1.258
F -15.562 -5.265 -3.299
F -14.548 -4.277 -1.652
H -20.248 -1.754 -2.938
H -18.945 -2.261 -4.020
H -18.581 -1.442 -2.448
H -19.891 -4.235 -2.859
H -19.385 -3.569 -1.346
```

Properties
HOMO energy ... -0.392 hartree
HOMO-LUMO gap ... 10.2 eV

Atom charges from the Mulliken analysis, given in e for atoms 1 to 2: number 1, C, carries -0.393; number 2, Br, carries 0.019

=====

No. 3
Density functional theory data (the ωB97M-V functional and the def2-TZVPD basis) for a structure of composition C25H21B2CaF4N6O9S5.

```
73
Properties=species:S:1:pos:R:3
Ca 0.671 -0.462 -0.040
C 3.626 0.484 2.891
C 2.405 0.178 2.077
N 1.911 0.970 1.202
O 2.504 2.201 1.071
B 2.085 3.028 -0.064
F 3.091 3.895 -0.353
F 1.760 2.208 -1.157
O 0.887 3.921 0.238
N -0.277 3.311 0.577
C -0.430 2.637 1.753
C 0.275 3.021 2.999
C -1.375 1.625 1.601
N -1.546 0.653 2.411
O -2.297 -0.412 2.075
B -1.842 -1.672 2.758
F -1.989 -1.545 4.129
F -2.628 -2.677 2.287
O -0.401 -1.995 2.465
N 0.389 -0.950 2.162
C 1.657 -1.054 2.340
C 2.337 -2.278 2.875
C -2.556 0.738 -0.515
H 4.016 1.457 2.599
H 4.389 -0.274 2.716
H 3.378 0.502 3.952
H 1.280 3.371 2.769
H 0.307 2.169 3.673
H -0.270 3.837 3.483
H 1.569 -2.990 3.177
H 2.955 -2.025 3.735
H 2.961 -2.741 2.103
H -2.851 1.067 -1.513
H -3.411 0.297 -0.006
H -1.793 -0.041 -0.585
O 3.187 -0.912 -6.798
C 2.754 -0.788 -5.687
S 1.189 -0.084 -5.299
C 1.275 -0.229 -3.534
C 2.411 -0.830 -3.037
S 2.812 -1.192 -1.437
S 3.617 -1.304 -4.237
S -0.050 0.369 -2.688
S -2.009 4.094 -1.319
C -1.094 2.742 -0.463
N -2.072 1.898 0.254
C -3.213 2.745 0.585
C -4.145 2.421 1.550
C -5.180 3.312 1.794
C -5.280 4.487 1.063
C -4.355 4.795 0.079
C -3.312 3.914 -0.159
H -0.515 2.197 -1.234
H -4.050 1.500 2.104
H -5.906 3.084 2.558
H -6.078 5.185 1.272
H -4.426 5.701 -0.500
O -2.129 -1.983 -2.174
C -1.103 -2.263 -1.572
O -0.705 -1.720 -0.497
C -0.147 -3.296 -2.154
C -0.315 -3.774 -3.449
C 0.607 -4.650 -4.003
C 1.724 -5.036 -3.288
C 1.887 -4.560 -1.989
C 0.947 -3.716 -1.412
N 3.056 -4.904 -1.238
O 3.201 -4.391 -0.143
O 3.843 -5.692 -1.727
H -1.186 -3.462 -4.007
H 0.446 -5.024 -5.004
H 2.468 -5.692 -3.712
H 1.061 -3.395 -0.384
```

Properties
HOMO energy (spin up / spin down) ... -0.163 / -0.195 hartree
Net charge ... -1
HOMO-LUMO gap (spin up / spin down) ... 4.9 / 6.9 eV

Atom charges from the Mulliken analysis, given in e for atoms 1 to 2: number 1, Ca, carries 1.321; number 2, C, carries -1.912